Molecular formula: C3HF2IO2
Method: DFT, ωB97M-V/def2-TZVPD

Results
Net charge: 0
SMILES string: O=CC(=O)C(F)(F)I
Calculated total energy, a.u.: -762.7625
Energy relative to the best compared isomer or geometry (same formula, charge and spin), kcal/mol: 39.8
Orbital gap, eV: 9.09
E_HOMO, Eh: -0.373

Bonds (Å) are listed after each position.
Positions of all 9 atoms, in Å:
1 O 1.958 0.925 -0.017  C2 1.186
2 C 1.376 -0.073 -0.286  O1 1.186, C3 1.458, H9 1.136
3 C 0.247 -0.555 0.501  C2 1.458, O4 1.184, C5 1.540
4 O 0.180 -1.412 1.316  C3 1.184
5 C -1.014 0.103 -0.089  C3 1.540, F6 1.327, F7 1.337, I8 2.271
6 F -1.033 0.305 -1.400  C5 1.327
7 F -2.129 -0.604 0.122  C5 1.337
8 I -1.249 2.094 0.977  C5 2.271
9 H 1.663 -0.784 -1.125  C2 1.136

Molecular formula: C17H35F5NO4PS
Method: DFT, ωB97M-V/def2-TZVPD

Results
Net charge: 0
SMILES string: C=CC[PH2](ON=O)S(=O)(=O)C(F)(F)C(F)(F)F.CCCCCC.CCCCCC
Calculated total energy, a.u.: -2263.0548
Orbital gap, eV: 7.64
E_HOMO, Eh: -0.310

Bonds (Å) are listed after each position.
Positions of all 64 atoms, in Å:
1 C -3.001 2.805 0.293  C2 1.364, H18 1.084, H19 1.089
2 C -3.220 1.464 0.405  C1 1.364, C3 1.525, H20 1.079
3 C -2.003 0.557 0.553  C2 1.525, P4 1.846, H21 1.083, H22 1.094
4 P -2.041 -0.954 -0.507  C3 1.846, O5 1.761, S8 2.235, H23 1.410, H24 1.402
5 O -3.534 -0.524 -1.338  P4 1.761, N6 1.418
6 N -3.396 -0.450 -2.747  O5 1.418, O7 1.165
7 O -3.165 0.640 -3.085  N6 1.165
8 S -0.164 -1.694 0.453  P4 2.235, O9 1.431, O10 1.431, C11 1.872
9 O -0.513 -2.904 1.134  S8 1.431
10 O 0.475 -0.728 1.294  S8 1.431
11 C 1.145 -2.140 -0.808  S8 1.872, F12 1.326, F13 1.312, C14 1.556
12 F 0.636 -2.732 -1.880  C11 1.326
13 F 1.958 -2.972 -0.202  C11 1.312
14 C 1.970 -0.903 -1.268  C11 1.556, F15 1.290, F16 1.321, F17 1.304
15 F 2.878 -0.578 -0.412  C14 1.290
16 F 1.166 0.135 -1.411  C14 1.321
17 F 2.541 -1.188 -2.406  C14 1.304
18 H -3.230 3.368 -0.604  C1 1.084
19 H -2.549 3.290 1.158  C1 1.089
20 H -4.232 1.089 0.425  C2 1.079
21 H -1.130 1.131 0.266  C3 1.083
22 H -1.949 0.231 1.596  C3 1.094
23 H -1.412 -1.078 -1.763  P4 1.410
24 H -2.708 -2.081 -0.006  P4 1.402
25 C -4.790 8.541 1.959  C26 1.526, H31 1.091, H32 1.091, H33 1.092
26 C -3.640 8.554 2.962  C25 1.526, C27 1.528, H34 1.094, H35 1.093
27 C -2.423 7.754 2.500  C26 1.528, C28 1.529, H36 1.094, H37 1.095
28 C -2.670 6.259 2.295  C27 1.529, C29 1.528, H38 1.095, H39 1.094
29 C -3.198 5.514 3.521  C28 1.528, C30 1.526, H40 1.094, H41 1.093
30 C -2.233 5.532 4.702  C29 1.526, H42 1.092, H43 1.091, H44 1.091
31 H -5.177 7.533 1.801  C25 1.091
32 H -5.616 9.156 2.319  C25 1.091
33 H -4.470 8.942 0.995  C25 1.092
34 H -3.993 8.186 3.929  C26 1.094
35 H -3.330 9.590 3.124  C26 1.093
36 H -1.614 7.894 3.223  C27 1.094
37 H -2.058 8.176 1.558  C27 1.095
38 H -1.731 5.794 1.975  C28 1.095
39 H -3.372 6.115 1.468  C28 1.094
40 H -3.383 4.473 3.238  C29 1.094
41 H -4.164 5.923 3.828  C29 1.093
42 H -1.272 5.092 4.428  C30 1.092
43 H -2.640 4.955 5.535  C30 1.091
44 H -2.055 6.546 5.063  C30 1.091
45 C 5.247 -9.020 -2.247  C46 1.526, H51 1.091, H52 1.091, H53 1.092
46 C 4.933 -7.983 -3.321  C45 1.526, C47 1.528, H54 1.094, H55 1.093
47 C 5.508 -6.601 -3.017  C46 1.528, C48 1.530, H56 1.094, H57 1.095
48 C 4.969 -5.939 -1.747  C47 1.530, C49 1.528, H58 1.095, H59 1.094
49 C 3.452 -5.762 -1.703  C48 1.528, C50 1.526, H60 1.093, H61 1.093
50 C 2.916 -4.854 -2.806  C49 1.526, H62 1.092, H63 1.090, H64 1.091
51 H 4.806 -8.752 -1.285  C45 1.091
52 H 4.849 -9.995 -2.531  C45 1.091
53 H 6.326 -9.126 -2.112  C45 1.092
54 H 3.851 -7.922 -3.466  C46 1.094
55 H 5.350 -8.328 -4.271  C46 1.093
56 H 5.325 -5.946 -3.874  C47 1.094
57 H 6.596 -6.681 -2.928  C47 1.095
58 H 5.444 -4.958 -1.640  C48 1.095
59 H 5.281 -6.519 -0.873  C48 1.094
60 H 3.184 -5.330 -0.736  C49 1.093
61 H 2.952 -6.734 -1.753  C49 1.093
62 H 3.374 -3.863 -2.752  C50 1.092
63 H 1.838 -4.732 -2.705  C50 1.090
64 H 3.108 -5.267 -3.797  C50 1.091

Molecular formula: C3H5N4O3PS
Method: DFT, ωB97M-V/def2-TZVPD

Results
Net charge: -2
SMILES string: CO[P@@](=O)([O-])Cn1nnnc1[S-]
Calculated total energy, a.u.: -1301.6674
Energy relative to the best compared isomer or geometry (same formula, charge and spin), kcal/mol: 4.3
Orbital gap, eV: 6.31
E_HOMO, Eh: -0.027

Bonds (Å) are listed after each position.
Positions of all 17 atoms, in Å:
1 C -2.727 0.668 -0.124  O2 1.385, H13 1.113, H14 1.102, H15 1.067
2 O -2.200 -0.405 -0.822  C1 1.385, P3 1.650
3 P -1.076 -1.459 -0.231  O2 1.650, O4 1.503, O5 1.527, C6 2.134
4 O -1.711 -2.220 0.899  P3 1.503
5 O -0.561 -2.294 -1.402  P3 1.527
6 C 0.283 0.131 0.188  P3 2.134, N7 1.411, H16 1.073, H17 1.129
7 N 1.686 -0.008 0.247  C6 1.411, N8 1.390, C11 1.374
8 N 2.295 -1.188 0.659  N7 1.390, N9 1.249
9 N 3.530 -1.007 0.607  N8 1.249, N10 1.338
10 N 3.864 0.198 0.128  N9 1.338, C11 1.354
11 C 2.699 0.834 -0.143  N7 1.374, N10 1.354, S12 1.677
12 S 2.661 2.447 -0.600  C11 1.677
13 H -2.615 1.513 -0.841  C1 1.113
14 H -2.304 0.844 0.879  C1 1.102
15 H -3.720 0.502 0.232  C1 1.067
16 H 0.042 0.684 -0.699  C6 1.073
17 H -0.147 0.759 1.023  C6 1.129

> Among the records above, which one has the highest orbital gap?

C3HF2IO2

> Number 3 is which compound?

C3H5N4O3PS

> Which value of orbital gap does entry 3 give?

6.31 eV